15
Properties=species:S:1:pos:R:3:forces:R:3 method="wB97M-V/def2-TZVPD" charge=0 orbital_gap_ev=10.22 e_homo_ev=-9.20 smiles="C=CO[C@@H]1C[C@@H]1O" e_above_lowest_kj_mol=233.3 lumo_ev=1.0 multiplicity=1
C 1.8519 -0.1071 -0.9221 0.030 -0.086 -0.202
C 1.1799 1.0324 -0.7712 0.116 0.104 -0.321
O -0.1587 1.1929 -0.6306 0.075 0.036 0.175
C -0.9240 0.0315 -0.4424 -0.097 -0.053 -0.083
C -1.8812 0.0772 0.7036 -0.207 0.003 0.040
C -0.6754 -0.8140 0.7790 -0.133 -0.128 -0.020
O 0.3177 -0.4501 1.6810 -0.113 0.020 0.221
H 1.3773 -1.0774 -1.0346 -0.005 0.199 0.187
H 2.9296 -0.0754 -0.9834 -0.015 0.085 -0.079
H 1.6683 2.0061 -0.7743 -0.043 -0.235 0.112
H -1.2271 -0.4489 -1.3697 0.115 0.006 0.087
H -1.8248 0.9691 1.3217 -0.004 -0.148 -0.112
H -2.8630 -0.3604 0.5807 0.029 0.037 0.000
H -0.8284 -1.8920 0.6783 0.087 0.280 0.003
H 1.0580 -0.0839 1.1840 0.168 -0.118 -0.010

***

15
Properties=species:S:1:pos:R:3:forces:R:3 method="wB97M-V/def2-TZVPD" charge=0 orbital_gap_ev=10.16 e_homo_ev=-9.38 smiles=C#C[C@H](O)CCO e_above_lowest_kj_mol=349.3 lumo_ev=0.8 multiplicity=1
C 0.9265 -1.2354 1.5187 -0.796 0.078 2.004
C -0.1608 -0.7041 1.4420 0.671 -0.037 -0.283
C -0.9553 0.2408 0.6303 0.215 0.151 -0.074
O -2.3512 0.1021 0.7628 -0.146 -0.095 0.246
C -0.5831 0.0970 -0.8517 -0.047 -0.068 -0.001
C 0.9247 0.1356 -1.1089 -0.127 0.097 -0.204
O 1.6156 -1.0097 -0.6268 -0.255 -0.697 -0.672
H 1.8847 -1.6605 1.6940 -0.032 -0.153 0.234
H -0.6183 1.2339 0.9716 -0.217 -0.023 -0.080
H -2.5125 -0.2124 1.6606 -0.170 0.100 -0.143
H -0.9958 -0.8467 -1.2291 0.020 0.088 0.080
H -1.0695 0.9058 -1.4091 0.064 -0.097 0.099
H 1.1182 0.1738 -2.1851 -0.182 0.176 0.037
H 1.3421 1.0621 -0.6746 0.059 -0.386 0.063
H 0.9588 -1.6067 -0.1691 0.942 0.870 -1.306

***

15
Properties=species:S:1:pos:R:3:forces:R:3 method="wB97M-V/def2-TZVPD" charge=0 orbital_gap_ev=9.23 e_homo_ev=-8.37 e_above_lowest_kj_mol=150.4 lumo_ev=0.9 multiplicity=1
C -0.6965 -1.5407 -1.5000 0.523 -0.441 0.453
C 0.0236 -0.3900 -0.8491 -1.750 -0.343 0.324
C -0.4504 0.2382 0.2470 1.330 -0.160 -1.361
O -1.3399 -0.2463 1.1445 -0.610 0.266 -0.220
C 0.2168 1.5043 0.6840 0.369 -1.162 -0.298
C 1.5394 1.0690 1.2844 -0.002 1.042 2.108
O 1.7921 -0.0094 1.7601 -0.031 0.393 -0.793
H -1.7044 -1.6904 -1.1087 -0.028 0.007 -0.059
H -0.7702 -1.3799 -2.5731 -0.103 0.042 -0.077
H -0.1360 -2.4716 -1.3590 -0.154 -0.083 -0.065
H 0.9238 -0.1131 -1.3713 0.014 0.780 0.108
H -1.6428 -1.1195 0.8726 0.072 -0.048 -0.019
H -0.3743 2.0366 1.4291 0.161 0.060 0.141
H 0.4206 2.1690 -0.1596 -0.139 -0.029 0.127
H 2.1981 1.9437 1.4991 0.349 -0.325 -0.370

***

16
Properties=species:S:1:pos:R:3:forces:R:3 method="wB97M-V/def2-TZVPD" charge=0 orbital_gap_ev="8.27 / 6.66" e_homo_ev="-8.36 / -7.37" e_above_lowest_kj_mol=359.7 lumo_ev="-0.1 / -0.7" multiplicity=1
C 0.5397 0.2749 -0.4280 2.005 -2.511 1.087
C 1.8767 -0.3040 -0.1900 -0.887 2.695 -0.439
C -0.6171 -0.4182 -0.5934 2.506 -3.892 -1.664
C -2.2968 0.3303 0.9281 -0.759 2.022 0.595
C -1.9235 0.0988 -0.5491 -1.385 5.336 0.943
O 4.7156 -1.2287 -0.0323 0.037 0.501 0.147
O 2.9426 0.5672 0.0796 -1.638 -0.544 -0.250
S 4.5243 0.2037 0.2645 -0.623 -0.891 -0.311
H 0.4602 1.2771 -0.1712 -0.107 2.022 0.189
H 2.1093 -1.2965 -0.4202 0.526 -1.318 -0.120
H -0.6456 -1.5213 -0.8648 0.862 1.170 0.596
H -2.4197 -0.6207 1.3855 -0.353 -0.772 0.708
H -3.2172 0.9962 1.0971 1.014 -1.243 -0.502
H -1.5000 0.8689 1.4870 -0.272 -0.453 -0.533
H -1.8097 1.1728 -0.9748 -0.776 -1.489 0.259
H -2.7389 -0.4004 -1.0179 -0.151 -0.632 -0.704

***

16
Properties=species:S:1:pos:R:3:forces:R:3 method="wB97M-V/def2-TZVPD" charge=0 orbital_gap_ev=9.68 e_homo_ev=-8.90 e_above_lowest_kj_mol=125.4 lumo_ev=0.8 multiplicity=1
C -0.0002 1.2584 -0.1082 0.273 0.565 -1.196
C -0.6169 0.5268 1.0590 -0.058 -1.161 -0.439
C 0.2527 -0.7086 1.2876 -0.238 -0.578 0.835
C 0.1273 -1.0548 -1.0912 -0.076 -0.067 -0.501
C -0.6445 0.2617 -1.1144 -0.425 0.401 0.223
H 1.7110 0.4391 -0.0787 0.392 -0.174 -0.090
H -0.3705 2.2896 -0.2269 -0.108 -0.568 -0.012
H -0.8786 1.0344 1.9497 -0.034 0.522 0.947
H -0.3704 -1.5509 1.6661 0.508 0.641 0.340
H 1.1170 -0.4380 1.9307 -0.746 -0.352 0.083
H -0.5346 -1.9354 -1.2552 0.312 0.583 0.220
H 0.8824 -1.0448 -1.8615 0.238 -0.099 -0.439
H -0.8839 0.7008 -2.0802 0.095 -0.464 -0.173
O 1.4065 1.3443 -0.2023 -0.359 0.526 0.339
O 0.8868 -1.1676 0.1083 -0.102 -0.225 -0.386
S -2.0840 0.0452 0.0173 0.328 0.449 0.248

***

16
Properties=species:S:1:pos:R:3:forces:R:3 method="wB97M-V/def2-TZVPD" charge=0 orbital_gap_ev=9.10 e_homo_ev=-8.77 e_above_lowest_kj_mol=471.4 lumo_ev=0.3 multiplicity=1
C 1.1818 -0.4595 0.2928 0.821 0.460 -1.334
C 0.9787 0.9740 0.8990 0.294 0.976 2.737
C -0.9741 0.4866 -0.7954 -2.375 -1.231 -1.619
C -1.9869 -0.1381 0.2543 2.752 2.046 1.955
C -0.1056 -0.7507 -0.5683 1.522 -0.523 -0.967
H 2.1571 -1.0733 -1.5132 1.601 3.209 4.781
H 1.1772 -1.3880 0.9261 0.348 1.327 0.219
H 1.8798 1.7236 1.0899 -1.271 -2.197 -0.924
H 0.5758 0.9372 2.0014 0.069 -0.146 -2.177
H -1.5172 0.5282 -1.8498 1.583 0.362 2.074
H -3.0323 -0.2310 -0.1479 1.062 -0.821 0.813
H -1.8727 0.5342 1.3058 -0.963 -2.025 -2.801
H 0.1663 -1.4008 -1.5971 -0.755 1.197 2.706
O 2.4388 -0.3470 -0.4259 -2.518 -3.705 -4.864
O -0.9834 -1.2920 0.4083 -2.737 0.263 -0.878
S -0.0832 1.8966 -0.2801 0.568 0.809 0.279

***

16
Properties=species:S:1:pos:R:3:forces:R:3 method="wB97M-V/def2-TZVPD" charge=0 orbital_gap_ev="5.11 / 7.20" e_homo_ev="-4.48 / -8.93" e_above_lowest_kj_mol=202.4 lumo_ev="0.6 / -1.7" multiplicity=3
C 1.0315 -0.0671 -0.5652 -4.583 7.575 -5.311
C -0.1438 0.4513 0.0278 1.366 -0.527 0.611
C 1.9211 -0.9691 -0.2227 7.566 -8.562 3.437
C -0.7206 0.0506 1.3685 0.357 0.057 1.722
C -1.3774 -0.4463 0.2009 -1.920 1.113 -1.381
O 3.0297 -1.4202 -1.0031 -2.692 2.427 -0.884
O -1.3881 1.0781 2.0620 0.627 -0.235 0.703
S -2.8580 0.3454 -0.3747 -0.036 -1.284 -2.341
H 1.2544 0.4542 -1.5440 -0.040 -0.245 1.122
H -0.4058 1.4711 -0.2136 -0.129 -0.080 -0.214
H 2.0538 -1.5014 0.6953 -0.457 0.286 0.696
H -0.3006 -0.7299 2.0256 0.256 0.539 -0.446
H -1.2984 -1.4440 -0.0752 0.326 -1.611 -0.265
H 2.8922 -0.8691 -1.8154 0.769 -0.882 0.422
H -0.8127 1.3021 2.8138 -0.424 0.106 -0.386
H -3.0656 0.7994 0.7730 -0.986 1.323 2.514

***

16
Properties=species:S:1:pos:R:3:forces:R:3 method="wB97M-V/def2-TZVPD" charge=+1 orbital_gap_ev="6.64 / 7.95" e_homo_ev="-11.00 / -12.43" lumo_ev="-4.4 / -4.5" multiplicity=2
O 2.6977 0.2990 -2.6344 -0.221 0.475 -0.294
Zn 3.6860 -1.3801 -2.0281 -0.193 -0.643 0.335
C 1.8093 -0.2198 -1.7032 0.302 -0.248 0.706
O 0.9834 0.5242 -1.1985 -0.064 -0.668 0.513
C 2.7662 1.6943 -2.9859 -0.411 0.858 -0.213
C 4.0006 1.9015 -3.8287 0.206 -0.013 -0.084
H 1.8450 1.9412 -3.5290 0.250 -0.035 0.132
H 2.7966 2.2912 -2.0652 -0.067 -0.189 -0.194
H 4.0450 1.1762 -4.6524 -0.078 0.246 0.155
H 3.9830 2.9142 -4.2520 0.080 -0.284 0.111
H 4.9094 1.7884 -3.2223 -0.191 0.071 -0.173
C -0.2902 -0.7016 1.3514 0.902 0.477 -1.862
C -0.7752 -1.2812 2.3252 0.406 0.220 -0.429
H -0.3345 -0.1097 2.5140 0.011 0.015 -0.046
H 0.2544 -0.1920 0.2926 -0.935 -0.579 1.594
H -1.1389 -1.8722 3.1596 0.003 0.297 -0.251

***

16
Properties=species:S:1:pos:R:3:forces:R:3 method="wB97M-V/def2-TZVPD" charge=0 orbital_gap_ev=10.86 e_homo_ev=-9.97 smiles="C=C(OC=O)[C@H](C)O" e_above_lowest_kj_mol=139.3 lumo_ev=0.9 multiplicity=1
C -0.1387 1.9831 -0.6138 -0.952 -1.863 -0.308
C -0.1202 0.7481 -0.0799 0.613 2.048 -0.212
O 0.8777 0.4989 0.9131 -0.280 -0.444 -1.086
C 1.9466 -0.2122 0.4920 -0.495 -0.125 -0.728
O 2.1026 -0.7700 -0.5623 -0.513 0.400 0.349
C -1.1677 -0.2699 -0.3578 -0.850 -0.225 -0.524
C -2.3135 -0.1897 0.5888 -2.590 0.504 1.835
O -0.7280 -1.6047 -0.3540 0.528 0.082 -0.336
H -0.9446 2.2508 -1.3332 0.875 -0.190 0.625
H 0.6440 2.6601 -0.3861 0.363 0.715 0.227
H 2.6852 -0.1874 1.2563 0.758 -0.061 0.900
H -1.6246 0.0197 -1.3376 0.625 -0.239 0.337
H -2.1796 -0.6046 1.6213 0.470 0.239 -0.953
H -3.2205 -0.7104 0.1951 0.855 0.115 0.064
H -2.6804 0.8606 0.7463 0.603 -0.759 -0.288
H 0.0631 -1.6376 -0.9115 -0.011 -0.197 0.098

***

16
Properties=species:S:1:pos:R:3:forces:R:3 method="wB97M-V/def2-TZVPD" charge=0 orbital_gap_ev=9.78 e_homo_ev=-8.88 smiles=O[C@@H]1C[C@@]12COCO2 e_above_lowest_kj_mol=439.8 lumo_ev=0.9 multiplicity=1
O -2.4290 -0.3086 -0.6032 -1.693 -5.976 -2.801
C -1.2402 -0.9946 -0.7289 3.679 2.495 -2.019
C -0.5695 -1.6526 0.4436 1.372 -0.086 -2.017
C -0.0735 -0.2812 0.0218 1.593 -2.881 -1.264
C 1.3898 -0.2541 -0.3640 2.429 -3.905 0.183
O 1.8813 1.0296 -0.3627 -1.876 2.187 1.187
C 1.1322 1.4673 0.8182 0.874 0.168 1.571
O -0.2311 0.9199 0.6224 0.959 2.187 2.122
H -2.2991 0.4660 -0.2151 1.036 5.385 2.592
H -0.7617 -1.1010 -1.7861 -1.796 -0.585 1.604
H -1.1690 -1.5123 1.2433 -1.872 -0.506 2.877
H 0.0438 -2.5867 0.3090 -0.681 1.205 0.362
H 1.6874 -0.8972 -1.2050 -0.430 0.922 -0.648
H 2.0720 -0.8136 0.4151 -1.649 0.626 -0.442
H 1.0610 2.5821 1.0874 0.005 -1.592 -1.422
H 1.7626 1.0264 1.7545 -1.949 0.356 -1.884